(1)
Computed, not measured: one molecule with the formula C3H3NO3, with ωB97M-V/def2-TZVPD.

Its HOMO-LUMO gap is 11.07 eV. Its total charge is 0. Its relative energy (zero: lowest compared OMol25 entry of this formula, charge and spin) is 440.2 kJ/mol. Its total energy is -10788.13770 eV. The spin multiplicity is 1. The LUMO energy comes out at 0.240 eV.

Each atom is followed by the atoms it is bonded to, with distances in Å.
Atoms and positions in Å:
1 O 1.20355 -1.80690 0.22006  C2 1.139
2 C 0.61709 -0.84138 0.07431  O1 1.139, O3 1.441, O7 1.401
3 O 0.57925 0.18890 1.08167  C2 1.441, C4 1.487
4 C -0.74534 0.86436 1.08076  O3 1.487, C5 1.420, H8 1.080, H9 1.194
5 C -1.05973 1.33280 -0.22266  C4 1.420, N6 1.342, H10 1.264
6 N -0.62096 0.68857 -1.31482  C5 1.342, O7 1.457
7 O 0.15501 -0.54043 -1.21337  C2 1.401, N6 1.457
8 H -1.57062 0.16803 1.10822  C4 1.080
9 H -0.92826 1.63955 1.97088  C4 1.194
10 H -1.52904 2.50515 -0.17669  C5 1.264

Here are the natural (NBO) charges for atoms 1 to 5, given in e: -0.51, 0.96, -0.51, -0.18, 0.01

(2)
Computed, not measured: one molecule with the formula C3H3NO3, with ωB97M-V/def2-TZVPD.

Its HOMO-LUMO gap is 9.67 eV. Its total charge is 0. Its relative energy (zero: lowest compared OMol25 entry of this formula, charge and spin) is 267.4 kJ/mol. Its total energy is -10789.92918 eV. The spin multiplicity is 1. The LUMO energy comes out at -0.716 eV.

Each atom is followed by the atoms it is bonded to, with distances in Å.
Atoms and positions in Å:
1 N 0.17928 0.92562 -0.31614  C2 1.293, C4 1.819, H8 1.014
2 C -0.32071 -0.18133 0.12624  N1 1.293, O3 1.276, C6 1.513
3 O 0.58758 -0.97617 0.54168  C2 1.276, C4 1.735
4 C 1.79344 0.16772 0.04238  N1 1.819, O3 1.735, O5 1.180, H9 1.093
5 O 2.48497 0.63263 0.87730  C4 1.180
6 C -1.78332 -0.57004 0.13706  C2 1.513, O7 1.201, H10 1.108
7 O -2.14274 -1.66480 0.47725  C6 1.201
8 H -0.35055 1.67638 -0.74477  N1 1.014
9 H 2.03654 -0.23067 -0.94573  C4 1.093
10 H -2.48450 0.22065 -0.19527  C6 1.108

Here are the natural (NBO) charges for atoms 1 to 5, given in e: -0.68, 0.51, -0.52, 0.62, -0.54